Formula: C46H78O14S6
Source: the OMol25 dataset
Level of theory: ωB97M-V/def2-TZVPD

Structure (XYZ):
```
144
Properties=species:S:1:pos:R:3:mulliken_charge:R:1
C 14.63 -41.23 -4.43 -0.495
S 14.85 -43.01 -4.83 0.721
O 13.71 -43.74 -4.12 -0.293
C 14.67 -42.93 -6.66 -0.753
H 14.34 -41.13 -3.38 0.395
H 13.87 -40.71 -5.02 0.349
H 15.52 -40.63 -4.59 0.007
H 13.94 -42.17 -6.93 0.080
H 14.34 -43.90 -7.03 0.509
H 15.68 -42.87 -7.07 0.389
C 17.03 -36.66 1.14 0.069
S 16.22 -36.19 2.70 0.462
O 16.55 -37.34 3.56 -0.651
C 17.46 -34.94 3.33 -0.846
H 16.60 -36.18 0.26 0.081
H 17.02 -37.73 0.94 -0.320
H 18.07 -36.33 1.11 0.292
H 17.64 -34.18 2.58 0.198
H 18.36 -35.54 3.49 0.232
H 17.06 -34.58 4.28 0.422
C 21.51 -34.90 -5.82 -0.435
S 21.59 -33.10 -5.23 0.631
O 23.03 -32.82 -4.73 -0.687
C 21.66 -32.52 -6.93 -0.979
H 20.57 -35.02 -6.36 0.228
H 21.47 -35.56 -4.95 -0.252
H 22.35 -35.31 -6.38 0.515
H 20.72 -32.64 -7.48 0.270
H 22.51 -33.06 -7.35 0.343
H 21.85 -31.44 -6.90 0.361
C 11.95 -37.54 1.17 -1.198
S 13.74 -37.55 0.52 0.729
O 14.17 -38.97 0.62 -0.622
C 13.33 -37.41 -1.25 -0.766
H 11.34 -36.79 0.67 0.394
H 11.88 -37.45 2.25 0.351
H 11.39 -38.44 0.94 0.364
H 13.13 -36.35 -1.39 0.456
H 12.45 -38.03 -1.43 0.448
H 14.10 -37.85 -1.88 -0.134
C 16.10 -33.14 0.08 -0.245
S 16.17 -32.11 -1.47 0.427
O 16.81 -30.79 -1.16 -0.617
C 17.41 -32.98 -2.48 -0.331
H 15.70 -34.11 -0.21 0.108
H 15.58 -32.43 0.72 0.404
H 16.99 -33.45 0.62 -0.213
H 18.37 -33.22 -2.04 -0.183
H 17.66 -32.53 -3.43 0.463
H 17.14 -33.92 -2.95 0.108
C 19.59 -42.85 -4.81 -1.105
S 18.34 -41.45 -4.78 0.889
O 18.06 -41.07 -6.22 -0.712
C 19.52 -40.18 -4.14 -0.709
H 20.47 -42.83 -5.45 0.344
H 19.01 -43.77 -4.94 0.341
H 19.96 -42.77 -3.79 0.353
H 19.31 -39.16 -4.45 0.286
H 20.57 -40.38 -4.35 0.446
H 19.41 -40.25 -3.06 -0.135
C 14.95 -38.51 -6.67 -0.393
C 15.12 -39.42 -7.75 -0.288
C 14.10 -40.08 -8.37 -0.725
C 12.80 -39.70 -7.99 -0.275
C 12.62 -38.69 -6.97 -0.756
C 13.65 -38.18 -6.24 -0.358
H 15.74 -37.85 -6.36 0.532
H 16.12 -39.72 -8.03 0.308
H 14.22 -40.94 -9.02 0.628
H 11.89 -40.17 -8.34 0.386
H 11.58 -38.45 -6.80 0.376
H 13.65 -37.38 -5.51 0.608
C 18.56 -37.95 -1.36 0.159
C 17.30 -38.26 -1.74 0.744
C 16.74 -37.65 -2.86 -0.691
C 17.42 -36.69 -3.59 -0.742
C 18.64 -36.28 -3.09 -0.249
C 19.21 -36.98 -2.04 -0.063
H 19.02 -38.62 -0.66 -0.387
H 16.78 -39.07 -1.25 0.030
H 15.89 -38.12 -3.34 0.248
H 17.02 -36.13 -4.42 0.480
H 19.07 -35.34 -3.40 1.185
H 20.15 -36.63 -1.64 -0.544
C 22.22 -34.30 -1.51 -0.291
C 21.02 -33.93 -1.02 -0.509
C 20.48 -34.34 0.21 -0.417
C 21.23 -35.26 0.92 -0.699
C 22.45 -35.76 0.32 -0.430
C 23.05 -35.18 -0.82 -0.880
H 22.54 -33.94 -2.48 0.545
H 20.44 -33.20 -1.57 0.622
H 19.61 -33.90 0.66 0.560
H 20.99 -35.50 1.95 0.496
H 23.10 -36.37 0.93 0.530
H 23.95 -35.59 -1.24 0.520
O 18.02 -33.97 -6.29 -0.567
C 16.97 -34.08 -6.94 0.459
O 16.38 -35.25 -6.89 -0.183
C 15.21 -35.32 -7.71 -0.253
C 15.49 -34.25 -8.77 -0.690
C 16.28 -33.22 -7.86 -0.479
H 14.27 -35.27 -7.16 0.267
H 15.06 -36.27 -8.23 0.189
H 14.66 -33.81 -9.32 0.399
H 16.18 -34.70 -9.49 0.286
H 15.53 -32.72 -7.25 0.256
H 16.91 -32.49 -8.36 0.362
O 19.54 -41.71 -0.16 -0.643
C 19.25 -41.20 0.92 0.264
O 18.36 -40.16 1.01 0.214
C 18.03 -40.05 2.41 0.022
C 19.20 -40.51 3.18 -0.748
C 19.78 -41.61 2.29 -0.617
H 17.14 -40.60 2.68 0.432
H 17.69 -39.02 2.43 -0.204
H 18.85 -40.88 4.14 0.411
H 19.84 -39.65 3.40 0.348
H 19.41 -42.58 2.61 0.316
H 20.87 -41.64 2.37 0.350
O 23.83 -41.58 -2.33 -0.666
C 23.26 -40.55 -1.90 0.410
O 22.45 -40.43 -0.84 -0.364
C 21.75 -39.20 -0.82 1.099
C 22.59 -38.39 -1.71 0.722
C 23.28 -39.30 -2.67 -0.725
H 21.77 -38.62 0.10 0.283
H 20.70 -39.40 -1.06 -1.209
H 23.27 -37.75 -1.16 -0.003
H 22.05 -37.71 -2.37 -0.208
H 24.27 -38.94 -2.96 0.392
H 22.73 -39.49 -3.59 0.164
O 16.01 -43.61 2.21 -0.622
C 15.98 -43.41 0.98 0.317
O 15.89 -44.41 0.04 -0.380
C 15.91 -43.81 -1.22 -0.442
C 16.23 -42.36 -1.02 1.059
C 15.72 -42.06 0.37 0.738
H 14.88 -43.79 -1.57 0.311
H 16.59 -44.36 -1.87 0.262
H 15.77 -41.68 -1.74 -0.449
H 17.27 -42.03 -1.08 -0.323
H 14.66 -41.90 0.60 0.390
H 16.33 -41.29 0.85 -0.991
```

gap between HOMO and LUMO (alpha / beta)	7.43 / 2.75	eV
2S+1	2
total energy	-142626.246	eV
net charge	+1

=====

Formula: C46H84ClN8
Source: the OMol25 dataset
Level of theory: ωB97M-V/def2-TZVPD

Structure (XYZ):
```
139
Properties=species:S:1:pos:R:3:mulliken_charge:R:1
C 4.05 3.20 2.82 -0.992
C 2.80 2.36 2.11 0.144
C 2.76 2.63 0.49 0.033
C 2.16 4.12 0.17 -0.482
C 1.23 3.95 -1.21 -0.657
C -0.28 3.59 -0.69 -0.112
C -1.05 4.95 -0.10 -0.801
C -1.40 4.82 1.52 -0.213
C -2.95 5.20 1.90 -0.897
C -3.99 3.93 1.91 -0.388
C -3.89 2.94 0.61 0.325
C -4.47 1.40 0.89 0.323
C -3.29 0.25 0.66 -0.211
C -2.71 -0.33 2.11 -0.408
Cl -1.18 0.63 2.55 -0.213
H 5.08 2.89 2.33 0.241
H 3.87 4.35 2.62 0.311
H 4.04 2.93 3.97 0.306
H 1.80 2.72 2.66 0.228
H 2.98 1.22 2.28 -0.269
H 2.05 1.83 -0.01 -0.341
H 3.81 2.56 -0.04 0.339
H 1.45 4.48 1.05 0.146
H 2.96 4.93 -0.10 0.299
H 1.14 4.97 -1.82 0.411
H 1.59 3.04 -1.88 -0.031
H -0.91 3.10 -1.55 0.368
H -0.25 2.78 0.19 0.025
H -0.41 5.91 -0.36 0.318
H -2.11 4.96 -0.65 0.319
H -1.13 3.76 1.95 0.128
H -0.71 5.63 2.06 0.352
H -2.98 5.74 2.97 0.291
H -3.37 6.00 1.14 0.293
H -5.08 4.40 1.89 0.290
H -3.95 3.31 2.93 0.212
H -4.50 3.44 -0.29 0.242
H -2.80 2.79 0.21 -0.553
H -5.01 1.31 1.93 -0.736
H -5.25 1.21 0.01 0.389
H -3.74 -0.63 0.00 0.253
H -2.37 0.66 0.05 -0.181
H -3.55 -0.06 2.90 -0.207
C 1.59 -2.74 -2.18 -0.767
C 0.72 -1.51 -1.95 -0.709
C 1.18 -0.29 -2.75 0.315
C 2.60 0.08 -2.33 0.241
N 3.77 0.40 -1.99 -0.705
H 2.62 -2.57 -1.85 0.325
H 1.21 -3.59 -1.61 0.395
H 1.61 -3.01 -3.24 -0.138
H 0.71 -1.27 -0.88 0.356
H -0.31 -1.75 -2.23 0.374
H 0.52 0.56 -2.56 0.194
H 1.17 -0.50 -3.82 0.286
C 4.74 -2.69 4.89 -0.931
C 5.39 -1.54 4.11 -0.711
C 4.49 -1.00 3.00 -0.063
C 4.18 -2.10 2.00 0.264
N 3.93 -3.01 1.17 -0.540
H 4.54 -3.55 4.25 0.377
H 5.41 -3.02 5.69 0.397
H 3.80 -2.37 5.34 0.038
H 6.34 -1.89 3.68 0.329
H 5.63 -0.73 4.81 0.360
H 4.99 -0.17 2.49 0.233
H 3.55 -0.62 3.42 0.257
C -5.79 -0.40 6.35 -1.319
C -7.18 -0.61 5.75 -0.227
C -7.21 -0.40 4.24 -0.291
C -6.78 1.03 3.91 0.215
N -6.43 2.21 3.64 -0.557
H -5.43 0.62 6.21 0.354
H -5.81 -0.59 7.43 0.370
H -5.06 -1.09 5.90 0.334
H -7.88 0.08 6.24 0.206
H -7.52 -1.62 5.98 0.278
H -8.22 -0.57 3.85 0.296
H -6.53 -1.10 3.74 0.348
C 0.76 -3.94 9.70 -1.138
C 0.76 -3.17 8.38 -0.524
C 1.97 -3.51 7.50 -0.218
C 3.25 -3.15 8.22 0.295
N 4.32 -2.84 8.83 -0.540
H 1.63 -3.68 10.31 0.351
H -0.13 -3.69 10.28 0.329
H 0.76 -5.02 9.53 0.289
H 0.74 -2.10 8.59 0.302
H -0.16 -3.41 7.83 0.351
H 1.92 -2.95 6.56 0.229
H 1.98 -4.58 7.26 0.300
C 4.78 0.71 -7.21 -0.427
C 4.16 2.11 -7.25 -0.510
C 3.46 2.48 -5.94 -0.392
C 2.34 1.50 -5.66 0.334
N 1.40 0.69 -5.42 -0.719
H 4.02 -0.06 -7.07 -0.145
H 5.29 0.50 -8.15 0.043
H 5.51 0.63 -6.40 0.355
H 3.45 2.15 -8.08 0.309
H 4.95 2.84 -7.46 0.331
H 3.05 3.50 -6.01 0.338
H 4.18 2.47 -5.11 0.297
C 2.23 -5.51 -6.58 -1.245
C 1.35 -4.28 -6.35 -0.011
C 1.82 -3.06 -7.15 -0.283
C 3.23 -2.69 -6.73 0.281
N 4.40 -2.38 -6.39 -0.604
H 3.26 -5.34 -6.25 0.355
H 1.84 -6.36 -6.01 0.356
H 2.25 -5.79 -7.64 0.313
H 1.35 -4.05 -5.28 -0.134
H 0.32 -4.52 -6.63 0.350
H 1.15 -2.21 -6.96 0.274
H 1.80 -3.28 -8.22 0.390
C 6.40 -1.81 -11.67 -1.123
C 7.91 -1.62 -11.59 -0.419
C 8.37 -1.06 -10.24 -0.335
C 7.73 0.30 -10.00 0.265
N 7.21 1.43 -9.81 -0.519
H 5.86 -0.85 -11.57 0.354
H 6.12 -2.23 -12.64 0.320
H 6.04 -2.48 -10.88 0.292
H 8.23 -0.94 -12.39 0.283
H 8.40 -2.58 -11.76 0.307
H 9.46 -0.96 -10.23 0.291
H 8.08 -1.74 -9.43 0.304
C -12.07 0.45 4.50 -1.118
C -12.80 -0.30 5.61 -0.438
C -11.85 -0.97 6.61 -0.295
C -10.99 -1.99 5.88 0.231
N -10.27 -2.83 5.28 -0.506
H -11.47 -0.23 3.89 0.331
H -12.79 0.93 3.83 0.327
H -11.41 1.22 4.91 0.306
H -13.46 -1.05 5.16 0.289
H -13.44 0.41 6.15 0.314
H -12.42 -1.48 7.39 0.293
H -11.21 -0.22 7.08 0.283
```

gap between HOMO and LUMO	3.61	eV
total energy	-73494.240	eV
net charge	-1

=====

Formula: C46H86MgO30S8
Source: the OMol25 dataset
Level of theory: ωB97M-V/def2-TZVPD

Structure (XYZ):
```
171
Properties=species:S:1:pos:R:3:mulliken_charge:R:1
Mg 24.74 8.40 -15.83 0.712
C 22.01 5.50 -16.63 0.535
C 22.82 6.62 -16.30 0.148
C 22.13 8.02 -16.11 0.522
O 22.93 8.94 -15.82 -0.017
C 20.73 8.13 -16.21 0.721
C 19.96 6.97 -16.34 0.294
C 20.61 5.65 -16.69 -0.681
O 19.93 4.62 -16.98 1.597
O 18.73 7.08 -16.13 0.123
O 24.03 6.60 -16.05 -0.603
H 22.47 4.54 -16.79 -0.670
H 20.23 9.05 -15.98 -0.894
C 15.30 8.18 -14.56 -0.807
C 15.77 9.62 -14.22 0.758
C 17.12 9.95 -14.95 0.584
O 16.73 11.16 -15.60 -0.092
C 15.42 11.47 -15.43 0.331
O 14.88 12.34 -16.02 -0.527
O 14.83 10.55 -14.67 -0.405
H 14.75 8.22 -15.50 0.520
H 14.73 7.85 -13.69 0.314
H 16.13 7.50 -14.72 -0.299
H 15.96 9.67 -13.15 0.272
H 17.54 9.19 -15.61 -0.298
H 17.86 10.13 -14.16 -0.312
C 16.93 3.77 -14.15 -2.361
C 16.71 4.60 -15.39 3.256
C 16.88 3.85 -16.73 0.822
O 15.77 4.26 -17.49 -0.351
C 14.84 4.86 -16.68 0.414
O 13.75 5.18 -16.98 -0.559
O 15.34 5.00 -15.44 -0.499
H 17.98 3.48 -14.09 0.870
H 16.24 2.92 -14.18 0.463
H 16.61 4.33 -13.27 0.414
H 17.32 5.51 -15.34 -1.393
H 16.90 2.77 -16.55 0.396
H 17.84 3.99 -17.24 -0.392
C 22.99 0.74 -19.66 -1.533
C 23.36 2.06 -19.01 0.702
C 22.62 2.38 -17.70 1.214
O 23.64 2.87 -16.82 -0.048
C 24.84 2.64 -17.37 0.415
O 25.87 3.02 -16.88 -0.633
O 24.72 2.04 -18.54 -0.428
H 21.99 0.85 -20.07 0.333
H 22.90 -0.03 -18.90 0.421
H 23.70 0.52 -20.45 0.384
H 23.22 2.90 -19.70 0.052
H 22.11 1.54 -17.23 -0.025
H 21.93 3.22 -17.85 -1.012
C 20.23 4.42 -20.13 -0.405
C 20.98 5.58 -20.78 0.031
C 20.90 6.90 -19.98 1.605
O 22.25 7.35 -19.99 -0.294
C 23.08 6.39 -20.42 0.382
O 24.28 6.47 -20.44 -0.570
O 22.36 5.30 -20.68 -0.312
H 20.64 3.43 -20.32 0.511
H 19.20 4.48 -20.49 0.423
H 20.26 4.62 -19.05 -0.460
H 20.68 5.79 -21.81 0.299
H 20.52 6.71 -18.97 -1.369
H 20.33 7.59 -20.59 0.101
C 18.56 9.47 -18.43 0.871
C 18.60 10.61 -19.46 0.172
C 18.14 10.17 -20.88 0.588
O 17.15 11.12 -21.18 -0.433
C 16.89 11.95 -20.13 0.476
O 16.11 12.85 -20.17 -0.557
O 17.60 11.55 -19.08 -0.257
H 17.69 8.86 -18.65 0.316
H 18.54 9.86 -17.42 -1.084
H 19.48 8.89 -18.54 -0.513
H 19.58 11.08 -19.49 0.171
H 17.72 9.16 -20.84 -0.367
H 18.99 10.21 -21.56 0.278
C 22.65 3.07 -14.02 -1.587
C 21.87 4.22 -13.43 2.136
C 20.39 4.03 -13.20 1.437
O 20.15 4.69 -11.96 -0.415
C 21.31 4.98 -11.36 0.347
O 21.46 5.50 -10.30 -0.557
O 22.35 4.53 -12.12 -0.434
H 22.81 2.34 -13.21 0.464
H 23.65 3.33 -14.35 0.025
H 22.08 2.63 -14.84 -0.020
H 22.09 5.05 -14.11 -0.659
H 20.13 2.98 -13.04 -0.001
H 19.75 4.44 -13.99 -0.678
C 26.64 5.73 -17.97 0.254
S 27.53 7.01 -17.00 0.108
O 26.48 7.73 -16.20 -0.449
C 28.27 5.82 -15.87 -0.824
H 27.25 5.02 -18.53 0.589
H 25.95 6.30 -18.59 -0.063
H 26.07 5.06 -17.32 -0.602
H 29.03 5.22 -16.38 0.439
H 27.54 5.14 -15.43 0.021
H 28.79 6.31 -15.04 0.383
C 18.81 13.63 -16.48 -0.993
S 20.34 12.79 -17.03 0.594
O 21.35 13.87 -16.69 -0.721
C 20.45 11.57 -15.67 1.640
H 17.94 12.99 -16.61 0.170
H 18.66 14.55 -17.04 0.458
H 18.98 13.96 -15.46 0.373
H 19.68 10.82 -15.85 -1.346
H 20.32 12.00 -14.67 0.677
H 21.43 11.11 -15.77 -1.172
C 20.20 8.84 -12.73 0.701
S 19.03 7.93 -11.70 0.468
O 18.13 8.92 -11.02 -0.689
C 17.98 7.21 -13.01 1.235
H 20.80 9.47 -12.08 0.616
H 19.71 9.47 -13.48 -0.722
H 20.81 8.16 -13.32 -0.481
H 17.04 7.02 -12.48 0.683
H 18.39 6.36 -13.53 -0.699
H 17.78 8.03 -13.70 -1.222
C 26.01 10.80 -19.08 -1.031
S 24.58 9.70 -18.98 0.491
O 24.84 8.88 -17.74 -0.747
C 23.42 10.96 -18.39 -0.008
H 26.91 10.20 -19.05 0.359
H 26.02 11.48 -18.22 0.213
H 25.94 11.44 -19.96 0.425
H 22.40 10.59 -18.27 -0.411
H 23.45 11.81 -19.08 0.714
H 23.82 11.34 -17.45 -0.206
C 19.36 1.95 -14.99 -0.513
S 19.28 0.84 -16.45 0.301
O 17.93 0.18 -16.48 -0.652
C 19.19 2.24 -17.63 0.283
H 20.32 2.46 -14.99 -0.320
H 19.24 1.31 -14.11 0.627
H 18.47 2.58 -14.89 -0.562
H 18.33 2.85 -17.34 -0.883
H 19.25 1.87 -18.64 0.691
H 20.01 2.90 -17.35 -0.532
C 23.60 11.19 -13.28 0.027
S 25.16 11.26 -14.19 0.235
O 25.12 10.33 -15.37 -0.439
C 24.75 12.87 -14.92 -0.802
H 23.61 11.85 -12.41 0.683
H 23.39 10.16 -12.99 -0.439
H 22.77 11.57 -13.88 -0.081
H 23.85 12.84 -15.53 0.052
H 25.54 13.30 -15.55 0.409
H 24.54 13.60 -14.13 0.382
C 15.37 5.45 -20.37 -0.894
S 16.74 6.55 -20.78 0.360
O 16.22 7.98 -20.70 -0.632
C 17.50 6.38 -19.13 1.772
H 14.82 5.88 -19.54 0.180
H 15.68 4.44 -20.14 0.280
H 14.69 5.49 -21.22 0.512
H 18.34 7.05 -19.03 -1.989
H 17.76 5.35 -18.86 -0.149
H 16.70 6.64 -18.44 0.359
C 25.37 5.57 -13.20 -0.380
S 25.34 7.35 -12.73 0.145
O 24.96 8.10 -14.00 -0.387
C 23.90 7.41 -11.60 -0.499
H 24.83 5.41 -14.13 -0.395
H 25.07 4.87 -12.42 0.524
H 26.44 5.39 -13.33 0.500
H 22.98 7.03 -12.03 -0.275
H 23.73 8.46 -11.35 0.389
H 24.17 6.87 -10.69 0.480
```

gap between HOMO and LUMO	7.65	eV
total energy	-202646.070	eV
net charge	0